Entry from the OMol25 dataset: an isolated ion of composition CHO4PS and charge -2 in a non-equilibrium geometry (ωB97M-V/def2-TZVPD).

Values from the calculation:
* net charge: -2
* gap between HOMO and LUMO: 5.55 eV
* structure (SMILES): O=P([O-])([O-])OC=S
* LUMO energy: 5.508 eV
* HOMO energy: -0.042 eV

Geometry as XYZ:
```
8
Properties=species:S:1:pos:R:3:mulliken_charge:R:1
C 1.328 -0.459 0.047 -0.02
O -1.671 1.144 -1.346 -0.78
O -1.442 -0.997 0.090 -0.77
O -1.247 1.178 1.264 -0.76
O 0.658 0.598 -0.474 -0.34
P -1.182 0.495 -0.072 0.87
S 2.816 -1.059 -0.416 -0.48
H 0.738 -0.899 0.907 0.27
```

***

Entry from the OMol25 dataset: a 8-piece molecular cluster, C27H58O21S5 overall in a non-equilibrium geometry (ωB97M-V/def2-TZVPD).

Values from the calculation:
* gap between HOMO and LUMO: 9.45 eV
* structure (SMILES): CCOS(C)(=O)=O.CCOS(C)(=O)=O.CCOS(C)(=O)=O.CCOS(C)(=O)=O.CCOS(C)(=O)=O.O=C1CCCO1.O=C1CCCO1.O=C1CCCO1
* LUMO energy: 0.165 eV
* HOMO energy: -9.289 eV

Geometry as XYZ:
```
111
Properties=species:S:1:pos:R:3:mulliken_charge:R:1
O 1.791 -3.757 0.508 -0.69
C 1.311 -2.704 0.215 0.14
O 0.975 -1.823 1.190 -0.52
C 0.380 -0.643 0.638 2.19
C 0.008 -1.008 -0.774 0.83
C 0.950 -2.163 -1.133 -0.15
H 1.161 0.117 0.696 -1.34
H -0.480 -0.251 1.173 -0.38
H 0.066 -0.129 -1.417 -0.21
H -1.045 -1.278 -0.829 -0.31
H 1.816 -1.731 -1.639 -0.05
H 0.501 -2.913 -1.777 0.37
O -0.622 2.900 5.770 -0.64
C -0.258 1.813 5.388 0.70
O -1.037 0.757 5.321 -0.32
C -0.292 -0.412 4.891 0.10
C 0.758 0.276 3.974 1.16
C 1.113 1.513 4.790 -0.64
H -0.834 -1.072 4.228 -0.63
H 0.213 -0.924 5.706 0.42
H 0.331 0.430 2.982 -1.14
H 1.548 -0.462 3.802 0.74
H 1.503 2.354 4.226 0.12
H 1.827 1.187 5.548 0.40
O -1.506 5.902 -1.143 -0.68
C -1.677 4.769 -1.540 0.44
O -0.792 3.820 -1.320 -0.24
C -1.176 2.560 -1.918 0.68
C -2.678 2.748 -2.178 -0.39
C -2.878 4.240 -2.318 -0.64
H -1.055 1.775 -1.177 -0.93
H -0.614 2.388 -2.831 0.46
H -3.213 2.360 -1.311 0.12
H -3.011 2.200 -3.062 0.51
H -3.776 4.632 -1.845 0.28
H -2.833 4.627 -3.336 0.31
O 2.763 2.116 -5.401 -0.67
S 2.986 0.707 -5.111 1.25
O 2.161 -0.319 -5.678 -0.62
O 4.543 0.324 -5.423 -0.30
C 5.463 1.392 -5.583 -0.06
C 6.812 0.790 -5.944 -1.32
C 3.012 0.514 -3.354 -0.42
H 5.626 1.959 -4.658 0.25
H 5.129 2.057 -6.379 0.33
H 7.467 1.615 -6.241 0.38
H 6.708 0.138 -6.812 0.34
H 7.344 0.268 -5.151 0.32
H 1.965 0.581 -3.057 -0.28
H 3.510 1.383 -2.933 0.34
H 3.495 -0.445 -3.189 0.47
O -1.259 -2.916 2.359 -0.38
S -1.031 -3.914 3.369 1.15
O -0.657 -3.500 4.690 -0.71
O -2.311 -4.874 3.417 -0.30
C -3.586 -4.232 3.628 0.29
C -4.603 -5.367 3.680 -1.41
C 0.161 -5.116 2.794 -1.04
H -3.857 -3.479 2.891 -0.02
H -3.539 -3.765 4.614 0.34
H -4.430 -6.005 4.546 0.34
H -4.551 -5.971 2.776 0.33
H -5.615 -4.981 3.808 0.40
H -0.228 -5.491 1.855 0.32
H 0.367 -5.850 3.566 0.43
H 1.048 -4.494 2.678 0.29
O -2.701 3.014 1.027 -0.40
S -2.541 2.609 2.389 0.94
O -3.666 2.603 3.282 -0.64
O -1.839 1.132 2.383 0.03
C -2.636 -0.003 2.731 0.11
C -3.702 -0.296 1.674 -1.25
C -1.164 3.499 3.165 0.25
H -2.956 -0.006 3.778 0.56
H -2.012 -0.903 2.802 -0.45
H -4.175 -1.215 2.028 0.34
H -3.235 -0.495 0.709 0.01
H -4.387 0.541 1.563 0.43
H -1.516 4.518 3.310 0.60
H -0.303 3.415 2.505 -0.19
H -0.919 3.061 4.131 -0.63
O -2.639 -0.167 -5.234 -0.66
S -1.587 -0.529 -4.314 0.96
O -0.540 0.409 -4.083 -0.42
O -2.215 -0.905 -2.847 0.06
C -3.593 -1.316 -2.669 0.21
C -4.016 -2.485 -3.524 -1.48
C -0.896 -2.119 -4.751 -0.97
H -4.252 -0.472 -2.893 0.25
H -3.619 -1.423 -1.585 0.17
H -4.971 -2.896 -3.191 0.42
H -3.315 -3.320 -3.517 0.30
H -4.145 -2.152 -4.553 0.38
H -1.699 -2.829 -4.922 0.40
H -0.124 -2.419 -4.052 0.13
H -0.459 -1.994 -5.745 0.41
O 3.249 2.248 -0.718 -0.56
S 2.628 2.669 0.509 0.93
O 1.203 2.756 0.649 -0.42
O 3.141 1.748 1.745 -0.06
C 4.306 0.958 1.607 -0.54
C 4.113 -0.326 0.825 -0.33
C 3.347 4.206 1.160 -1.14
H 4.627 0.591 2.585 0.37
H 5.129 1.554 1.201 0.30
H 3.840 -0.152 -0.219 -0.11
H 3.381 -0.990 1.287 -0.04
H 5.036 -0.908 0.769 0.51
H 2.847 5.072 0.727 0.42
H 4.368 4.269 0.784 0.40
H 3.241 4.228 2.238 0.30
```

***

Entry from the OMol25 dataset: an isolated molecule of C3H6N2 in a non-equilibrium geometry (ωB97M-V/def2-TZVPD).

Values from the calculation:
* gap between HOMO and LUMO: 8.72 eV
* structure (SMILES): C=C/C=N/N
* LUMO energy: 0.781 eV
* HOMO energy: -7.938 eV

Geometry as XYZ:
```
11
Properties=species:S:1:pos:R:3:mulliken_charge:R:1
C -0.189 -0.072 0.039 -0.14
C 0.879 -0.827 0.678 0.04
C 0.783 -2.162 0.753 -0.76
H -1.998 1.261 -1.264 0.23
H -1.275 2.928 -0.963 0.26
H -1.161 -0.551 -0.058 0.30
H 2.123 -0.606 0.869 0.18
H 1.478 -2.880 1.287 0.25
H -0.104 -2.619 0.827 0.31
N -1.009 1.804 -0.995 -0.46
N -0.120 1.172 -0.365 -0.22
```

***

Entry from the OMol25 dataset: C14H20AlN9O2S as an isolated structure in a non-equilibrium geometry (ωB97M-V/def2-TZVPD).

Values from the calculation:
* net charge: +2
* gap between HOMO and LUMO: 6.68 eV
* LUMO energy: -6.113 eV
* HOMO energy: -12.793 eV

Geometry as XYZ:
```
47
Properties=species:S:1:pos:R:3:mulliken_charge:R:1
Al -0.412 -0.225 1.021 0.39
N 4.268 1.811 -4.678 -0.46
C 3.945 1.196 -3.518 1.04
C 2.686 0.578 -3.361 -0.85
C 2.353 -0.035 -2.178 -0.36
C 3.265 -0.032 -1.124 -0.04
C 4.511 0.572 -1.252 -0.39
C 4.847 1.178 -2.438 -0.73
S 2.821 -0.788 0.377 1.41
O 2.278 -2.112 0.154 -0.90
O 3.804 -0.628 1.384 -0.67
N 1.404 0.079 0.844 -0.20
C 1.259 1.418 0.872 0.24
N 2.203 2.330 0.729 -0.42
C 1.823 3.595 0.842 -0.09
C 0.501 3.983 1.087 -0.91
C -0.438 2.988 1.178 0.40
N -0.075 1.700 1.064 -0.28
H 3.674 1.739 -5.483 0.21
H 5.198 2.159 -4.826 0.21
H 1.992 0.575 -4.193 0.31
H 1.398 -0.534 -2.068 0.38
H 5.194 0.558 -0.413 0.50
H 5.819 1.642 -2.551 0.33
H 2.610 4.332 0.731 0.48
H 0.225 5.021 1.180 0.41
H -1.488 3.199 1.330 0.38
C -5.375 -2.169 1.213 -0.97
N -4.427 -1.075 1.451 0.09
C -4.985 0.264 1.658 -1.09
C -3.117 -1.237 1.318 0.64
N -2.257 -0.222 1.309 -0.28
N -2.662 -2.527 1.189 0.01
C -1.353 -2.943 1.049 0.75
N -1.140 -4.252 1.083 -0.32
N -0.399 -2.073 0.879 -0.13
H -6.366 -1.843 1.507 0.27
H -5.151 -3.054 1.811 0.40
H -5.406 -2.436 0.155 0.40
H -5.989 0.165 2.057 0.31
H -5.042 0.825 0.722 0.39
H -4.405 0.819 2.394 0.43
H -2.718 0.673 1.383 0.08
H -3.356 -3.252 1.262 0.10
H -1.867 -4.938 1.199 0.18
H -0.197 -4.596 0.980 0.22
H 0.549 -2.427 0.674 0.15
```